--- 1 ---
ORCA calculation (ωB97M-V/def2-TZVPD) on CH3IN2O in the gas phase.

HOMO energy in eV: -8.77
Net charge: 0
HOMO-LUMO gap in eV: 8.948
LUMO level in hartree: 0.007
SMILES string: NNC(=O)I

Geometry (Å):
1 N 0.33689 0.16984 0.21960
2 N -0.93459 0.41400 0.60740
3 C -2.13335 -0.74139 0.02266
4 O -1.88982 -1.87191 -0.07772
5 I -3.97975 0.19263 -0.02789
6 H 0.60395 -0.73027 0.63335
7 H 0.30705 0.23753 -0.84691
8 H -1.36601 1.16178 0.08002

How is the electron density shared among the atoms? According to Löwdin, the charges in e are: -0.0573, -0.1434, -0.8973, 0.0130, 0.8592, 0.0926, 0.1193, 0.0140

=====

--- 2 ---
ORCA calculation (ωB97M-V/def2-TZVPD) on CH3IN2O in the gas phase.

HOMO energy (alpha / beta) in eV: -8.55 / -8.53
Net charge: 0
HOMO-LUMO gap (alpha / beta) in eV: 7.783 / 7.913
LUMO level (alpha / beta) in hartree: -0.028 / -0.023

Geometry (Å):
1 C -0.63324 -0.71428 0.25065
2 N 1.32704 1.12360 -1.03437
3 N -1.21093 0.49451 -0.06997
4 O 1.72827 0.09024 -0.57425
5 I -0.16943 2.15209 0.36128
6 H -0.53613 -0.83996 1.39158
7 H -1.07116 -1.64959 -0.15805
8 H 0.56558 -0.65660 -0.16688

How is the electron density shared among the atoms? According to Löwdin, the charges in e are: -0.3522, -0.2770, -0.5080, -0.1948, 1.0953, 0.0936, 0.0801, 0.0630

=====

Which structure loses on stability? 2 does.

=====

--- 1 ---
ORCA calculation (ωB97M-V/def2-TZVPD) on 2 unconnected molecules or ions with the total composition C2H11N5O.

HOMO energy (alpha / beta) in eV: -8.35 / -8.35
Net charge: 0
HOMO-LUMO gap (alpha / beta) in eV: 7.233 / 7.254
LUMO level (alpha / beta) in hartree: -0.041 / -0.040

Geometry (Å):
1 C -1.93401 2.01882 0.10314
2 N 0.18177 -0.53480 0.88980
3 N -1.70358 0.59960 -0.00026
4 N 0.31698 -1.78455 1.46956
5 H 0.42004 0.21121 1.53640
6 H -1.87784 0.19188 0.91751
7 H 1.25628 -1.94385 1.83390
8 H 0.09927 -2.47013 0.75036
9 H -3.00117 2.13855 0.35622
10 H -1.71826 2.49290 -0.85045
11 H -1.34676 2.52168 0.88033
12 C 0.76888 -0.19180 -0.47190
13 N 2.21164 -0.04933 -0.25094
14 N 0.47809 -1.34705 -1.32690
15 O 0.19874 0.94581 -0.83235
16 H 2.57787 0.66601 -0.86457
17 H 2.68770 -0.92536 -0.43033
18 H -0.52738 -1.34517 -1.47859
19 H 0.91177 -1.19442 -2.23093

How is the electron density shared among the atoms? According to Löwdin, the charges in e are: -0.1840, -0.0987, 0.0975, 0.0249, 0.1271, 0.0534, 0.0773, 0.0704, 0.0941, 0.0688, 0.0804, -0.7967, 0.0951, 0.0832, -0.0740, 0.0700, 0.0669, 0.0694, 0.0748

=====

--- 2 ---
ORCA calculation (ωB97M-V/def2-TZVPD) on 2 unconnected molecules or ions with the total composition C2H11N5O.

HOMO energy in eV: -6.76
Net charge: 0
HOMO-LUMO gap in eV: 7.267
LUMO level in hartree: 0.019
SMILES string: [H]/N=N\NN.CN(C)O

Geometry (Å):
1 H 1.57053 0.98078 -1.74872
2 N 0.79724 1.32225 -1.15796
3 N 0.97578 1.31829 0.08827
4 N 2.12203 0.95435 0.62977
5 N 3.26242 0.45046 -0.01436
6 H 2.09142 0.84466 1.63476
7 H 3.09628 -0.48383 -0.38290
8 H 3.56922 1.07699 -0.75316
9 C -2.87956 -0.43806 0.56283
10 N -1.57387 0.03352 0.12091
11 C -0.42406 -1.25801 0.33031
12 O -1.63489 0.47400 -1.15627
13 H -3.53745 0.43161 0.58740
14 H -2.78717 -0.81802 1.57818
15 H -3.29613 -1.20163 -0.10306
16 H 0.44031 -1.25249 -0.33324
17 H -0.19221 -1.27431 1.39676
18 H -1.02814 -2.12968 0.05748
19 H -0.57174 0.96912 -1.33701

How is the electron density shared among the atoms? According to Löwdin, the charges in e are: 0.0803, 0.0415, -0.0491, -0.1227, 0.0412, 0.1413, 0.0808, 0.0797, -0.1326, -0.3354, -0.0299, -0.2121, 0.0769, 0.0734, 0.0727, 0.0237, 0.0471, 0.0444, 0.0789

=====

Which structure loses on stability? 2 does.

=====

--- 1 ---
ORCA calculation (ωB97M-V/def2-TZVPD) on C3H6N2O in the gas phase.

HOMO energy in eV: -9.26
Net charge: 0
HOMO-LUMO gap in eV: 10.128
LUMO level in hartree: 0.032
SMILES string: [H]/N=C1\CCON1

Geometry (Å):
1 H -2.51475 0.55348 0.11739
2 N -2.18215 -0.40259 0.00980
3 C -0.91478 -0.29160 -0.17126
4 C 0.07081 0.87840 -0.31252
5 C 1.28975 0.20656 0.19656
6 O 1.22029 -1.13283 -0.26786
7 N -0.15579 -1.49794 -0.22749
8 H -0.20625 1.79935 0.23631
9 H 0.21176 1.14930 -1.33918
10 H 2.24301 0.60132 -0.13460
11 H 1.29224 0.18382 1.28458
12 H -0.35413 -2.04727 0.60826

How is the electron density shared among the atoms? According to Löwdin, the charges in e are: 0.0424, 0.1253, -0.3971, -0.0892, -0.2267, -0.1260, 0.0433, 0.1318, 0.1133, 0.1260, 0.1207, 0.1363

=====

--- 2 ---
ORCA calculation (ωB97M-V/def2-TZVPD) on 2 unconnected molecules or ions with the total composition C3H6N2O.

HOMO energy in eV: -9.02
Net charge: 0
HOMO-LUMO gap in eV: 9.118
LUMO level in hartree: 0.003

Geometry (Å):
1 N 1.74227 0.04305 -0.32247
2 C 0.76236 0.62606 0.39910
3 O 1.15109 1.55014 1.16385
4 C -0.67825 0.47570 0.30520
5 C -1.25521 -0.22045 -0.81722
6 N -0.65396 -1.03957 0.20783
7 H 2.73804 -0.04631 -0.20679
8 H 1.39615 -0.79084 -0.77819
9 H -1.24908 1.03958 1.04246
10 H -0.71711 -0.28406 -1.75624
11 H -2.34094 -0.20306 -0.83176
12 H -0.89535 -1.15023 1.59424

How is the electron density shared among the atoms? According to Löwdin, the charges in e are: 0.1564, -0.5385, -0.0197, -0.2718, -0.1587, -0.0409, 0.1155, 0.0826, 0.1479, 0.1202, 0.1113, 0.2958

=====

Which structure loses on stability? 2 does.

=====

--- 1 ---
ORCA calculation (ωB97M-V/def2-TZVPD) on 2 unconnected molecules or ions with the total composition C3H6N2O.

HOMO energy in eV: -9.37
Net charge: 0
HOMO-LUMO gap in eV: 10.136
LUMO level in hartree: 0.028
SMILES string: c1c[nH]cn1.O

Geometry (Å):
1 C 0.26966 1.01140 0.29654
2 C 0.55690 1.41877 -0.95999
3 N 0.02346 0.44843 -1.79109
4 C -0.65595 -0.40285 -0.99323
5 N -0.49870 -0.12482 0.27702
6 H 0.64507 1.43362 1.21140
7 H 1.28947 2.10240 -1.34887
8 H -0.13711 0.42081 -2.78370
9 H -1.18954 -1.27474 -1.33066
10 O 0.27414 -1.83471 2.39699
11 H -0.11070 -1.28359 1.68795
12 H -0.21423 -1.59539 3.19592

How is the electron density shared among the atoms? According to Löwdin, the charges in e are: -0.1489, -0.1030, 0.0492, -0.1943, 0.0252, 0.1043, 0.1057, 0.1477, 0.1242, -0.1029, -0.0320, 0.0249

=====

--- 2 ---
ORCA calculation (ωB97M-V/def2-TZVPD) on C3H6N2O in the gas phase.

HOMO energy in eV: -9.94
Net charge: 0
HOMO-LUMO gap in eV: 10.621
LUMO level in hartree: 0.025
SMILES string: [H]/N=C\NC(C)=O

Geometry (Å):
1 H -1.66621 2.16643 -1.13109
2 N -1.37964 2.56665 -0.23544
3 C -0.64376 1.77889 0.41890
4 N -0.17432 0.54069 -0.04296
5 C 0.54065 -0.29344 0.70860
6 C 0.55861 -1.75093 -0.37791
7 O 1.21714 -0.28645 1.67786
8 H -0.22955 2.09726 1.37430
9 H -0.13478 -0.48949 -0.77867
10 H 0.47553 -2.55027 0.35528
11 H 1.56550 -1.72287 -0.78327
12 H -0.12916 -2.05646 -1.18560

How is the electron density shared among the atoms? According to Löwdin, the charges in e are: 0.0461, 0.0865, -0.2854, 0.0393, -0.4951, -0.0371, 0.1285, 0.1234, 0.1794, 0.0703, 0.0656, 0.0786

=====

--- 3 ---
ORCA calculation (ωB97M-V/def2-TZVPD) on C3H6N2O in the gas phase.

HOMO energy in eV: -7.66
Net charge: 0
HOMO-LUMO gap in eV: 8.449
LUMO level in hartree: 0.029
SMILES string: Cc1[nH][nH]c1O

Geometry (Å):
1 C 1.54776 0.93205 -0.01224
2 C 0.35947 0.04940 -0.01892
3 N 0.32301 -1.38399 -0.15218
4 N -1.16428 -1.29042 0.05135
5 C -0.98277 0.11957 0.02900
6 O -1.93858 1.07480 0.05683
7 H 1.49030 1.66695 -0.81464
8 H 2.44281 0.33035 -0.15473
9 H 1.63115 1.46782 0.93365
10 H 0.71606 -1.90923 0.62825
11 H -1.63155 -1.71275 -0.74952
12 H -2.79337 0.65544 0.20315

How is the electron density shared among the atoms? According to Löwdin, the charges in e are: -0.0387, -0.2789, 0.0135, 0.0327, -0.3620, 0.0824, 0.0762, 0.0743, 0.0747, 0.1062, 0.1113, 0.1084

=====

--- 4 ---
ORCA calculation (ωB97M-V/def2-TZVPD) on C3H6N2O in the gas phase.

HOMO energy in eV: -9.97
Net charge: 0
HOMO-LUMO gap in eV: 10.969
LUMO level in hartree: 0.037
SMILES string: C/N=C/NC=O

Geometry (Å):
1 C 0.66404 -1.98801 -0.13335
2 N 0.66524 -0.68448 0.48834
3 C 0.44985 0.31381 -0.24572
4 N 0.16144 1.57193 0.33611
5 C -1.18410 1.89819 0.17508
6 O -1.89329 2.29410 1.06534
7 H -0.28789 -2.45325 0.15070
8 H 0.72429 -1.96382 -1.23308
9 H 1.46473 -2.60894 0.27362
10 H 0.37348 0.29888 -1.34169
11 H 0.40445 1.58539 1.32364
12 H -1.54224 1.73621 -0.85901

How is the electron density shared among the atoms? According to Löwdin, the charges in e are: -0.1388, 0.0004, -0.2473, 0.0478, -0.3459, 0.0522, 0.0815, 0.0740, 0.0719, 0.1334, 0.1366, 0.1341

=====

Which structure loses on stability? 2 does.

=====

--- 1 ---
ORCA calculation (ωB97M-V/def2-TZVPD) on 2 unconnected molecules or ions with the total composition C3H6N2O.

HOMO energy in eV: -8.51
Net charge: 0
HOMO-LUMO gap in eV: 4.493
LUMO level in hartree: -0.148

Geometry (Å):
1 C -0.94756 -0.42255 0.04071
2 C 0.43048 -0.23095 -0.00358
3 N 1.06954 0.82766 0.35386
4 C -1.84743 0.67544 0.28983
5 N -3.13150 0.54127 0.24449
6 H -1.28392 -1.38361 -0.32900
7 H 1.03978 -1.12795 -0.20158
8 H 2.07021 0.69458 0.09688
9 H -1.38364 1.64473 0.44417
10 H -3.28969 -0.31768 -0.30812
11 H 4.06153 -0.53436 -0.52399
12 O 3.21218 -0.36660 -0.10368

How is the electron density shared among the atoms? According to Löwdin, the charges in e are: 0.0475, -0.2321, 0.2380, -0.2100, 0.1471, 0.1220, 0.1168, -0.0172, 0.1129, 0.0618, -0.0570, -0.3299

=====

--- 2 ---
ORCA calculation (ωB97M-V/def2-TZVPD) on C3H6N2O in the gas phase.

HOMO energy in eV: -8.99
Net charge: 0
HOMO-LUMO gap in eV: 9.675
LUMO level in hartree: 0.025

Geometry (Å):
1 C -1.71792 -0.32666 -0.48099
2 N -0.93756 0.88833 -0.18408
3 C 0.32682 1.03333 0.16408
4 N 0.98364 -0.13787 0.28415
5 C 2.31316 -0.09700 0.64068
6 O 2.99029 -1.08560 0.76341
7 H -2.21162 -0.65556 0.42794
8 H -2.49230 -0.05612 -1.18266
9 H -1.28907 -1.25339 -0.91362
10 H -1.23203 1.82301 -0.44585
11 H 0.59126 -1.06303 0.12648
12 H 2.67535 0.93055 0.80045

How is the electron density shared among the atoms? According to Löwdin, the charges in e are: -0.0809, -0.0787, -0.1469, 0.0111, -0.3458, 0.0387, 0.0783, 0.0734, 0.0854, 0.1100, 0.1319, 0.1236

=====

--- 3 ---
ORCA calculation (ωB97M-V/def2-TZVPD) on C3H6N2O in the gas phase.

HOMO energy in eV: -9.85
Net charge: 0
HOMO-LUMO gap in eV: 10.719
LUMO level in hartree: 0.032
SMILES string: [H]/N=C/NC(C)=O

Geometry (Å):
1 H 3.31463 -0.90328 -0.52184
2 N 2.38836 -1.32379 -0.46609
3 C 1.58457 -0.48028 0.03319
4 N 0.22026 -0.72811 0.14111
5 C -0.59476 0.32991 0.55603
6 C -1.88060 0.65368 -0.17557
7 O -0.18193 1.10951 1.38865
8 H 1.82341 0.53288 0.36255
9 H -0.12061 -1.58860 -0.26911
10 H -1.72796 1.68986 -0.50091
11 H -2.08817 0.03813 -1.05179
12 H -2.73720 0.67010 0.50376

How is the electron density shared among the atoms? According to Löwdin, the charges in e are: 0.0401, 0.0773, -0.2886, 0.0865, -0.5033, 0.0000, 0.0624, 0.1265, 0.1463, 0.0926, 0.0745, 0.0857

=====

--- 4 ---
ORCA calculation (ωB97M-V/def2-TZVPD) on C3H6N2O in the gas phase.

HOMO energy in eV: -9.36
Net charge: 0
HOMO-LUMO gap in eV: 10.222
LUMO level in hartree: 0.032
SMILES string: C1=NCCON1

Geometry (Å):
1 C 0.84988 -1.23972 -0.08494
2 N 1.54974 -0.14664 -0.19533
3 C 0.65809 1.02456 -0.25556
4 C -0.84390 0.65816 0.12671
5 O -1.31987 -0.38268 -0.55762
6 N -0.47386 -1.44542 -0.09560
7 H 1.56149 -2.19140 -0.08925
8 H 0.79903 1.80551 0.72706
9 H 0.77610 1.51570 -1.18611
10 H -1.00756 0.50781 1.22809
11 H -1.44031 1.67581 -0.18102
12 H -1.10883 -1.78168 0.56357

How is the electron density shared among the atoms? According to Löwdin, the charges in e are: -0.2522, 0.0295, -0.2037, -0.3098, -0.0951, 0.0259, 0.1549, 0.1635, 0.0785, 0.1216, 0.1637, 0.1234

=====

Which structure loses on stability? 1 does.

=====

--- 1 ---
ORCA calculation (ωB97M-V/def2-TZVPD) on C3H6N2O in the gas phase.

HOMO energy in eV: -9.50
Net charge: 0
HOMO-LUMO gap in eV: 10.348
LUMO level in hartree: 0.031
SMILES string: O/N=C/[C@@H]1CN1

Geometry (Å):
1 O 2.80536 -0.38131 0.15664
2 N 1.45896 -0.63344 -0.15982
3 C 0.72115 0.44325 -0.21737
4 C -0.71979 0.38530 -0.46359
5 C -1.60161 -0.09003 0.60942
6 N -1.33647 -0.99142 -0.47877
7 H 3.07771 0.45970 -0.23518
8 H 1.14102 1.47131 0.13329
9 H -1.19257 0.97300 -1.24408
10 H -2.60083 0.36616 0.56244
11 H -1.22304 -0.35206 1.64468
12 H -0.52987 -1.65045 -0.30768

How is the electron density shared among the atoms? According to Löwdin, the charges in e are: -0.0800, -0.0043, -0.1271, -0.3094, -0.1852, 0.0126, 0.0769, 0.1527, 0.1310, 0.1039, 0.1336, 0.0952

=====

--- 2 ---
ORCA calculation (ωB97M-V/def2-TZVPD) on C3H6N2O in the gas phase.

HOMO energy in eV: -9.01
Net charge: 0
HOMO-LUMO gap in eV: 9.884
LUMO level in hartree: 0.032
SMILES string: N[C@@]1([O-])[C@H]2C[N@H+]21

Geometry (Å):
1 N 1.78068 0.21921 -0.38573
2 C 0.75359 0.44898 0.49809
3 O 0.92535 0.48172 1.73483
4 C -0.63343 0.71825 0.02205
5 C -1.26814 -0.38535 -0.73717
6 N -0.62235 -0.72378 0.49805
7 H 2.46905 -0.40790 0.00770
8 H 1.53052 0.00289 -1.34005
9 H -1.27721 1.40336 0.57898
10 H -0.78091 -0.78285 -1.63457
11 H -2.35412 -0.38886 -0.78636
12 H -0.52303 -0.58568 1.54417

How is the electron density shared among the atoms? According to Löwdin, the charges in e are: 0.1534, -0.6296, -0.0428, -0.1190, -0.0982, 0.0197, 0.1063, 0.0911, 0.1370, 0.1085, 0.1109, 0.1626

=====

--- 3 ---
ORCA calculation (ωB97M-V/def2-TZVPD) on C3H6N2O in the gas phase.

HOMO energy in eV: -9.07
Net charge: 0
HOMO-LUMO gap in eV: 9.755
LUMO level in hartree: 0.025
SMILES string: C/N=C/NC=O

Geometry (Å):
1 C 1.61618 -0.71441 -1.15758
2 N 0.22161 -0.46298 -1.37142
3 C -0.17995 -0.32948 -0.15468
4 N -0.97455 0.70610 0.23813
5 C -1.64038 0.76867 1.43735
6 O -2.37806 1.67105 1.74297
7 H 1.59678 -0.64940 0.02867
8 H 2.07335 -1.47607 -1.82378
9 H 2.18195 0.21469 -1.22977
10 H -0.03880 -1.11081 0.60961
11 H -1.05869 1.48191 -0.40670
12 H -1.41942 -0.09927 2.08721

How is the electron density shared among the atoms? According to Löwdin, the charges in e are: -0.1691, -0.0278, -0.3144, 0.0962, -0.3247, 0.0549, 0.1004, 0.0814, 0.0685, 0.1350, 0.1614, 0.1381

=====

--- 4 ---
ORCA calculation (ωB97M-V/def2-TZVPD) on a molecular structure, C3H6N2O.

HOMO energy in eV: -10.11
Net charge: 0
HOMO-LUMO gap in eV: 10.387
LUMO level in hartree: 0.010

Geometry (Å):
1 C 0.65731 1.39924 0.05415
2 C 0.82932 -0.05743 -0.21673
3 C -1.72489 -0.57582 0.02981
4 H -0.09927 2.03216 -0.64843
5 H 1.55128 1.73082 0.25937
6 H 0.06091 1.60204 0.98075
7 H 1.68966 -1.61691 -0.69965
8 H 0.07938 -1.77743 0.21432
9 H -2.27930 -1.65190 0.79227
10 N 1.95786 -0.68643 -0.36880
11 N -0.32404 -0.73792 0.12305
12 O -2.39822 0.33960 -0.52010

How is the electron density shared among the atoms? According to Löwdin, the charges in e are: -0.0310, -0.4836, -0.2920, 0.1500, 0.0050, 0.0970, 0.0407, 0.1821, 0.2036, 0.1249, 0.0204, -0.0172

=====

Which structure loses on stability? 1 does.